# C6H12

C6H12 in the gas phase (ωB97M-V/def2-TZVPD, the OMol25 dataset).

The geometry in XYZ format:
```
18
Properties=species:S:1:pos:R:3:forces:R:3
C -2.347691 0.217701 0.384908 -0.047 -0.018 0.128
C -1.062611 0.293056 -0.413379 0.162 0.608 -0.329
C 0.193755 1.111330 0.046066 -0.117 0.006 0.139
C 1.063097 -0.057281 -0.470548 0.133 -0.009 -0.053
C 2.321158 -0.432710 0.283698 0.031 0.012 0.025
C -0.175042 -0.958748 -0.367964 0.046 -0.231 0.029
H -2.122102 0.026512 1.439822 -0.048 0.078 -0.065
H -2.941376 -0.633670 0.030174 0.030 0.133 0.019
H -2.979806 1.109337 0.320364 0.194 -0.035 -0.015
H -1.253247 0.635608 -1.443616 -0.115 -0.452 0.167
H 0.255955 1.217924 1.138757 -0.036 -0.125 -0.183
H 0.385212 2.087392 -0.411844 -0.222 -0.101 0.100
H 1.287935 0.109532 -1.531396 0.022 0.009 0.123
H 2.742363 -1.376879 -0.083630 -0.052 0.160 0.060
H 3.084035 0.346992 0.176966 -0.054 -0.130 0.056
H 2.099018 -0.549522 1.351254 0.070 -0.009 -0.130
H -0.305462 -1.767738 -1.093622 -0.062 0.159 0.032
H -0.245185 -1.378830 0.643989 0.065 -0.053 -0.102
```
Positions in Å, forces in eV/Å.

Values from the calculation:
Relative energy (zero: lowest compared OMol25 entry of this formula, charge and spin) (eV): 0.872
SMILES: C[C@H]1C[C@@H](C)C1
Spin multiplicity: 1
Energy (Ha): -235.786181
Orbital gap (eV): 11.67